--- one ---
Computed, not measured: a cluster of 11 separate species, C22H66O11 in total, with the ωB97M-V functional and the def2-TZVPD basis.

Geometry as XYZ:
```
99
Properties=species:S:1:pos:R:3
C 4.65 2.61 2.35
H -0.50 -3.28 2.44
H -4.10 1.85 2.31
H -2.18 -5.94 0.56
O -1.59 -1.56 2.65
O -1.98 -0.27 -2.56
H -1.52 2.22 -5.30
H -2.42 0.51 3.63
C -4.44 -2.38 -3.89
H 2.35 0.41 3.99
H 2.15 4.65 -0.65
C -1.94 -5.08 -0.05
O -2.72 3.25 1.69
H -0.84 -4.48 -1.85
C -2.99 0.66 -2.17
C -1.55 3.70 -3.76
H 2.46 -1.10 -1.62
O -1.00 -6.53 -1.71
O -0.50 -1.52 -0.09
C 1.28 2.35 4.17
H -0.80 -1.64 -1.00
H -0.95 0.43 -0.12
C 0.96 0.10 0.93
H -2.79 -4.76 -0.65
H -0.04 3.17 -5.16
H -3.52 1.02 -3.06
H 1.76 -0.63 0.81
H 6.52 2.93 1.20
H -0.31 -3.51 5.07
C -3.98 -0.06 -1.24
H -0.88 4.32 -3.16
H -2.05 2.24 3.94
C 4.57 -1.40 -1.12
H -2.67 -1.81 -3.07
H 1.54 0.68 5.54
H 1.01 2.48 3.11
H 5.37 -2.09 -1.44
H -2.03 -3.34 3.41
H -2.60 1.54 -1.66
C -3.03 1.92 2.07
H -4.26 0.65 -0.46
H 4.42 3.67 2.19
H 0.46 2.74 4.76
H -5.17 -2.67 -1.91
O 4.38 -1.54 0.28
H 0.47 -0.10 1.88
H -4.58 -1.31 -4.02
H 0.48 1.94 -3.31
H -4.53 -2.95 -4.82
C -0.82 2.66 -4.59
H -1.22 -1.50 1.76
H 0.62 0.27 4.22
H 2.99 -2.79 -1.73
H -4.89 -0.36 -1.75
H 2.43 1.65 -0.95
C 1.97 3.59 -0.52
O 2.49 3.09 4.32
C 1.49 0.88 4.46
H 3.48 -1.56 -2.93
H -1.70 -4.21 0.57
H 3.23 2.49 4.20
H 4.99 2.44 3.37
C 2.66 2.60 -1.44
H 0.44 -0.03 -1.17
H -6.44 -2.76 -3.16
C 5.67 2.24 1.28
O -0.27 1.60 -3.82
H -2.59 3.85 2.43
H 2.77 2.65 -3.43
O -3.11 -2.61 -3.44
H 0.55 -2.11 4.43
C -2.12 1.45 3.18
H -0.61 -6.49 -2.59
H -2.21 4.31 -4.38
H -2.30 3.21 -3.13
H 3.72 2.05 2.24
H -1.09 1.34 2.83
H 1.44 1.08 0.96
H -2.94 1.32 1.16
C 3.30 -1.75 -1.86
H -5.37 -4.12 -2.94
C -5.41 -3.03 -2.91
H -1.03 -1.87 5.15
H 2.19 3.30 0.52
H -3.57 -0.95 -0.76
O 6.14 0.92 1.51
H 6.73 0.91 2.27
H 4.84 -0.84 0.75
O 2.09 2.65 -2.76
H 3.74 2.71 -1.57
H 5.20 2.36 0.30
C -1.10 -2.79 3.21
H 0.17 -5.28 -0.61
C -0.02 -0.15 -0.19
H -1.38 0.21 -3.16
C -0.44 -2.56 4.56
H 4.89 -0.39 -1.40
H 0.88 3.47 -0.56
C -0.83 -5.24 -1.07
```

Results
structure (SMILES): CCO.CCO.CCO.CCO.CCO.CCO.CCO.CCO.CCO.CCO.CCO
charge: 0
LUMO: 0.23 eV
E_HOMO: -0.347 hartree
2S+1: 1

=====

--- two ---
Computed, not measured: a cluster of 11 separate species, C22H66O11 in total, with the ωB97M-V functional and the def2-TZVPD basis.

Geometry as XYZ:
```
99
Properties=species:S:1:pos:R:3
H 5.83 25.39 33.69
H -9.74 27.90 35.79
C 3.35 34.53 29.80
C 1.12 26.68 39.24
O -9.06 30.80 37.43
H 5.79 26.44 35.09
H 4.56 34.89 31.24
O -8.30 27.38 30.91
H -9.72 34.84 33.36
H -0.31 24.98 39.38
H 1.25 34.74 29.75
H -10.76 27.95 31.09
H -8.93 33.16 31.53
H 1.27 26.80 40.31
O 7.30 27.12 32.23
C 2.09 35.15 29.19
O 1.95 28.60 30.32
H -0.59 28.98 33.46
H 8.05 26.48 34.06
H 8.10 27.58 31.97
C 5.93 26.43 34.00
O 0.95 27.97 38.58
H -3.70 32.72 38.50
H -0.81 37.81 34.65
H -7.35 27.45 30.75
H -0.39 25.77 37.78
H 1.95 26.16 38.77
H -1.11 26.49 39.22
H -8.83 26.48 29.15
H 0.05 39.25 32.61
C -8.92 29.38 37.33
C -10.54 27.25 30.28
H -1.41 30.95 32.34
H 5.11 26.97 33.52
H -3.02 31.65 32.79
H 1.75 28.69 27.72
H 2.91 28.54 30.34
H 1.66 26.64 30.02
O -4.45 30.58 27.76
C 0.13 37.71 34.11
H -2.05 33.06 38.95
C -5.73 31.63 25.91
C -2.36 29.86 33.79
H 7.34 28.03 34.08
C -9.11 27.33 29.77
H -7.50 34.09 31.34
H -8.85 31.22 36.59
H 1.38 27.08 27.48
C 1.39 27.60 29.58
C 7.22 27.05 33.63
H -2.84 29.14 33.13
O -1.15 29.23 34.20
C -8.54 34.17 31.66
H -8.92 34.90 30.93
H 4.19 34.90 29.21
H 0.13 36.95 33.33
H 0.82 37.16 34.75
H -10.68 26.31 30.82
O -7.79 34.31 33.91
H 2.29 38.12 32.70
H -10.81 28.65 37.06
O -4.29 32.34 41.16
H -5.03 32.16 40.59
H -7.85 29.24 37.14
H -10.23 29.49 35.57
H -2.86 31.19 40.29
C -2.10 31.18 33.14
H -3.19 34.14 39.60
H -8.98 28.25 29.20
H 3.01 27.58 28.06
H 0.84 27.91 37.63
C -8.69 34.87 33.01
O 2.10 38.94 33.16
H -8.42 35.91 32.83
C -3.03 32.23 40.56
H 1.89 35.12 28.12
H -11.31 27.28 29.51
H -3.75 32.09 26.66
C -4.39 31.22 26.50
H 0.58 39.84 34.22
H -8.98 28.75 38.22
O 3.65 35.09 31.02
H -3.08 29.95 34.59
H 2.08 36.22 29.43
H -6.46 30.83 25.86
C -9.98 28.79 36.37
H -2.28 32.66 41.22
C -0.25 25.93 38.84
C -3.08 33.09 39.31
H 0.31 27.55 29.63
H -1.55 31.77 33.87
H -7.51 35.03 34.48
H -4.56 29.64 27.59
H 3.50 33.46 29.71
C 1.93 27.71 28.17
C 0.68 39.04 33.48
H -5.60 32.00 24.89
H -3.79 30.56 25.88
H -6.11 32.42 26.56
```

Results
structure (SMILES): CCO.CCO.CCO.CCO.CCO.CCO.CCO.CCO.CCO.CCO.CCO
charge: 0
LUMO: 0.18 eV
E_HOMO: -0.361 hartree
2S+1: 1

=====

--- three ---
Computed, not measured: a cluster of 11 separate species, C22H66O11 in total, with the ωB97M-V functional and the def2-TZVPD basis.

Geometry as XYZ:
```
99
Properties=species:S:1:pos:R:3
C 3.29 2.18 0.66
H 3.24 3.28 0.97
H -5.82 1.09 -0.76
H 5.60 -0.86 -3.21
H -1.08 -3.28 0.88
C -1.85 3.69 -1.82
H -3.50 1.10 -1.03
O 0.34 -3.43 -2.76
H -3.29 5.02 3.79
H 1.42 -4.90 -0.58
C -3.94 0.20 -0.56
H 2.73 1.58 1.29
H 2.61 -1.72 -3.33
O 4.68 1.93 0.80
H -2.02 2.53 2.06
H 0.51 -3.01 -3.62
O -3.14 -0.35 0.41
O -4.03 2.59 2.54
H 3.32 -1.19 -4.46
H 3.86 -2.04 4.15
H 3.51 2.56 -1.45
H -2.61 3.38 -2.32
H 1.61 -0.74 5.11
H 5.71 -2.89 -2.62
O -0.78 -1.15 -1.01
H -0.88 4.30 -3.73
C -5.37 0.59 -0.07
H -5.68 -0.35 -0.06
H 2.01 6.24 3.28
H -2.44 -1.54 -6.11
H 2.75 -3.83 -1.23
C 1.98 -4.64 -1.52
O -3.52 -4.86 2.28
H 2.86 4.56 3.22
H -0.50 2.39 -3.06
C 1.57 -1.72 4.53
H -0.61 0.96 0.32
H 2.85 -3.45 4.30
H 0.59 3.38 2.01
H 2.84 0.00 -3.10
O 0.52 -2.61 5.01
H -0.34 -0.32 1.56
H -0.98 -0.32 -5.87
C 1.03 3.38 3.08
C -2.64 4.60 2.86
H 3.13 0.96 -1.29
H -2.64 -2.13 -4.13
H -0.27 -2.18 5.05
C 0.40 -0.88 -0.27
H 1.22 -0.65 -0.98
C -2.71 -3.68 2.13
H -0.79 -2.05 -1.55
H 0.76 -1.69 0.19
H -1.65 -0.93 -3.49
H 0.96 -5.61 -3.00
C 2.94 -2.50 4.58
H -2.67 -3.09 3.04
C -0.71 3.64 -2.82
H -1.12 -5.09 0.87
H -3.38 -3.05 1.30
H 1.82 -4.45 -3.63
H 2.46 -5.49 -1.73
H 1.77 1.89 -0.95
H 0.76 0.79 1.12
C 1.21 -4.53 -2.81
C -2.72 3.13 2.72
H -5.47 1.12 0.89
H 0.01 3.76 3.57
C 3.35 -1.14 -3.43
C -2.32 -1.13 -4.17
H -2.21 2.75 3.52
C 1.83 4.52 3.60
C -1.25 -4.07 1.56
H -0.22 -2.36 -6.08
H 1.26 2.41 3.58
H 3.18 -2.66 5.68
O -2.06 5.02 -1.27
C 2.86 1.93 -0.79
H -2.29 -0.60 -0.07
O -0.73 -2.41 -5.25
C -1.53 -1.26 -5.48
H -0.45 -4.18 2.31
H 4.51 -1.02 -1.82
H -1.33 5.03 -0.73
H 1.28 -1.50 3.47
H 4.99 1.99 1.79
O 1.36 5.63 3.03
H -3.06 -0.63 -4.12
H -3.19 5.13 2.13
O 4.97 -2.77 -3.07
H -4.11 1.65 2.81
H 0.23 4.00 -2.35
H -4.09 -0.38 -1.41
H -4.49 -4.79 2.52
C 0.02 0.21 0.67
C 4.79 -1.38 -2.84
H -1.49 4.96 2.78
H 2.03 4.39 4.67
H -1.56 3.08 -0.90
```

Results
structure (SMILES): CCO.CCO.CCO.CCO.CCO.CCO.CCO.CCO.CCO.CCO.CCO
charge: 0
LUMO: 0.25 eV
E_HOMO: -0.342 hartree
2S+1: 1

=====

Calculated relative energies: one 0.000; two 3.515; three 12.920, given in eV

=====

--- one ---
Computed, not measured: a cluster of 2 separate species, C2H7NO2 in total, with the ωB97M-V functional and the def2-TZVPD basis.

Geometry as XYZ:
```
12
Properties=species:S:1:pos:R:3
N -1.54 0.99 0.62
H -1.10 1.19 2.62
O -0.71 2.88 1.62
H -1.86 -0.61 1.81
O 4.65 -1.96 -3.49
H -1.40 -1.08 0.12
H -1.18 1.33 -0.26
H 4.02 -2.32 -2.90
C -1.96 -0.40 0.74
C -1.09 1.74 1.66
H 5.20 -1.29 -3.09
H -3.03 -0.47 0.55
```

Results
structure (SMILES): CNC=O.O
charge: 0
LUMO: 0.78 eV
E_HOMO: -0.365 hartree
2S+1: 1

=====

--- two ---
Computed, not measured: a cluster of 2 separate species, C2H7NO2 in total, with the ωB97M-V functional and the def2-TZVPD basis.

Geometry as XYZ:
```
12
Properties=species:S:1:pos:R:3
H 1.22 -0.30 -0.49
H 0.27 0.30 0.92
H -2.06 -0.28 1.13
C -1.72 -1.22 0.69
H -2.59 -1.68 0.24
H 1.84 2.75 -0.10
O -0.68 -1.52 -1.43
C -0.65 -1.01 -0.34
N 0.36 -0.13 0.02
O 2.13 3.05 0.78
H -1.38 -1.81 1.55
H 2.78 3.74 0.60
```

Results
structure (SMILES): CC(N)=O.O
charge: 0
LUMO: 0.69 eV
E_HOMO: -0.364 hartree
2S+1: 1

=====

Calculated relative energies: one 0.653; two 0.000, given in eV

=====

--- one ---
Computed, not measured: the molecule C5H13N2O, with the ωB97M-V functional and the def2-TZVPD basis.

Geometry as XYZ:
```
21
Properties=species:S:1:pos:R:3
H 1.11 1.54 1.55
H 2.45 1.47 0.42
H -2.00 -1.27 -0.03
C -0.61 0.90 -0.87
C -2.43 -0.70 -0.86
H 1.30 0.02 -1.07
H -3.06 0.10 -0.54
H -0.43 1.76 -1.52
C 1.46 -1.39 1.27
H 2.37 -0.78 1.14
N 0.35 -0.76 0.58
H 1.13 2.52 0.06
H -3.02 -1.36 -1.50
O 1.34 -1.46 2.60
H -1.27 1.25 -0.10
C 1.37 1.55 0.50
N -1.37 -0.09 -1.65
H -0.74 -0.85 -1.88
C 0.69 0.40 -0.24
H 1.67 -2.34 0.82
H -0.32 -0.51 1.30
```

Results
charge: 0
LUMO (spin up / spin down): 0.99 / -1.60 eV
E_HOMO (spin up / spin down): -0.322 / -0.322 hartree
2S+1: 2

=====

--- two ---
Computed, not measured: the molecule C5H13N2O, with the ωB97M-V functional and the def2-TZVPD basis.

Geometry as XYZ:
```
21
Properties=species:S:1:pos:R:3
C 1.04 -0.44 -0.05
H -1.59 -1.15 0.60
H -2.86 1.42 -0.63
H -3.62 0.24 0.42
H 1.30 1.49 0.70
C 1.91 0.79 0.11
H -1.84 0.91 1.96
H -3.19 -0.32 -1.12
N -1.04 0.74 1.34
N 1.86 -1.46 -0.77
H 2.67 -1.66 -0.19
H -0.35 0.77 -1.23
H 0.75 -0.83 0.94
H 3.49 1.10 1.24
C -2.83 0.36 -0.34
O 3.12 0.34 0.77
H 1.34 -2.32 -0.89
H 2.23 1.23 -0.83
C -1.51 -0.08 0.26
H -0.62 -0.91 -1.53
C -0.28 -0.21 -0.76
```

Results
charge: 0
LUMO (spin up / spin down): 1.02 / -0.58 eV
E_HOMO (spin up / spin down): -0.328 / -0.329 hartree
2S+1: 2

=====

--- three ---
Computed, not measured: a structure of composition C5H13N2O, with the ωB97M-V functional and the def2-TZVPD basis.

Geometry as XYZ:
```
21
Properties=species:S:1:pos:R:3
H -1.54 3.07 -0.51
H 0.10 1.56 1.40
H 0.21 -0.14 -1.92
H 3.00 -1.48 -1.76
N -0.81 2.94 0.15
C 0.97 -0.90 -1.65
H -2.52 0.59 0.02
C -1.72 0.72 0.74
C 2.23 -0.87 -2.18
H 0.11 3.19 -0.24
C 0.61 -1.84 -0.55
H -0.46 -2.16 -0.54
H -1.94 -1.30 1.50
C -0.85 1.72 0.85
H 1.63 -0.63 0.53
H -0.27 -0.74 1.23
O 0.84 -1.15 0.74
H 2.49 -0.08 -2.88
H -1.15 -0.24 2.57
N -1.34 -0.46 1.56
H 1.29 -2.75 -0.49
```

Results
charge: 0
LUMO (spin up / spin down): 0.65 / 0.61 eV
E_HOMO (spin up / spin down): -0.101 / -0.328 hartree
2S+1: 2

=====

Calculated relative energies: one 0.486; two 0.000; three 3.390, given in eV

=====

--- one ---
Computed, not measured: the molecule C2H4FNO, with the ωB97M-V functional and the def2-TZVPD basis.

Geometry as XYZ:
```
9
Properties=species:S:1:pos:R:3
H 0.88 -1.41 0.60
C 1.01 -0.51 -0.02
H 1.90 -0.03 0.17
H 1.14 -0.97 -1.00
O -2.00 -0.72 0.41
C -1.44 0.29 0.11
H -1.80 1.34 0.11
F 0.41 1.63 -0.33
N -0.10 0.39 -0.06
```

Results
structure (SMILES): CN(F)C=O
charge: 0
LUMO: 0.88 eV
E_HOMO: -0.363 hartree
2S+1: 1

=====

--- two ---
Computed, not measured: a structure of composition C2H4FNO, with the ωB97M-V functional and the def2-TZVPD basis.

Geometry as XYZ:
```
9
Properties=species:S:1:pos:R:3
H -2.60 -0.09 0.78
O 0.13 0.00 -0.87
H 1.71 1.02 0.49
H -2.55 0.17 -0.95
C -1.95 -0.10 -0.10
C 1.75 0.06 0.12
H 1.40 -0.63 0.87
N -0.72 -0.14 0.19
F 2.83 -0.29 -0.55
```

Results
charge: 0
LUMO: 0.87 eV
E_HOMO: -0.354 hartree
2S+1: 1

=====

Calculated relative energies: one 0.000; two 1.763, given in eV

=====

--- one ---
Computed, not measured: the molecule CH2N2O, with the ωB97M-V functional and the def2-TZVPD basis.

Geometry as XYZ:
```
6
Properties=species:S:1:pos:R:3
O 0.57 -1.15 2.99
C -0.20 -0.45 0.61
H -0.53 -0.16 1.55
N 0.52 -1.50 0.56
H -0.47 0.20 -0.07
N 0.73 -1.98 2.21
```

Results
structure (SMILES): C=NN=O
charge: 0
LUMO: -0.51 eV
E_HOMO: -0.348 hartree
2S+1: 1

=====

--- two ---
Computed, not measured: a structure of composition CH2N2O, with the ωB97M-V functional and the def2-TZVPD basis.

Geometry as XYZ:
```
6
Properties=species:S:1:pos:R:3
H -0.44 -0.79 1.53
N 0.98 -0.18 0.22
O -0.91 0.44 -0.15
H 0.29 0.30 -1.83
N -0.18 0.04 1.02
C 0.26 0.19 -0.78
```

Results
charge: 0
LUMO: 1.07 eV
E_HOMO: -0.369 hartree
2S+1: 1

=====

Calculated relative energies: one 0.396; two 0.000, given in eV

=====

--- one ---
Computed, not measured: a cluster of 2 separate species, CH2N2O in total, with the ωB97M-V functional and the def2-TZVPD basis.

Geometry as XYZ:
```
6
Properties=species:S:1:pos:R:3
N -0.55 -0.29 0.58
H -1.91 0.37 0.01
C 0.20 -0.34 -0.55
N 0.60 0.65 0.34
H 1.17 0.52 1.18
O 0.50 -0.91 -1.56
```

Results
charge: 0
LUMO (spin up / spin down): -0.83 / -0.84 eV
E_HOMO (spin up / spin down): -0.380 / -0.380 hartree
2S+1: 1

=====

--- two ---
Computed, not measured: a cluster of 2 separate species, CH2N2O in total, with the ωB97M-V functional and the def2-TZVPD basis.

Geometry as XYZ:
```
6
Properties=species:S:1:pos:R:3
O -0.23 -0.89 0.90
C 0.55 -0.81 0.05
H 1.52 -1.33 0.01
H -1.14 0.52 0.30
N -0.84 1.31 -0.30
N 0.14 1.19 -0.95
```

Results
charge: 0
LUMO (spin up / spin down): 0.21 / 0.28 eV
E_HOMO (spin up / spin down): -0.303 / -0.303 hartree
2S+1: 1

=====

--- three ---
Computed, not measured: a cluster of 2 separate species, CH2N2O in total, with the ωB97M-V functional and the def2-TZVPD basis.

Geometry as XYZ:
```
6
Properties=species:S:1:pos:R:3
O 0.27 1.02 0.83
N -0.10 -0.10 1.31
H 0.19 -0.97 0.88
H -1.06 0.11 1.75
C 0.39 0.21 -1.87
N 0.30 -0.27 -2.90
```

Results
charge: 0
LUMO (spin up / spin down): -3.85 / -4.72 eV
E_HOMO (spin up / spin down): -0.354 / -0.334 hartree
2S+1: 1

=====

Calculated relative energies: one 1.156; two 0.000; three 3.969, given in eV